The following is a quantum chemistry calculation of C18H29BCaCl4N3O11S as an isolated structure, from the OMol25 dataset.

XYZ file:
```
68
Properties=species:S:1:pos:R:3:forces:R:3:mulliken_charge:R:1
C 4.4035 -2.5787 -0.0497 -0.3 0.3 0.3 -1.38
C 3.2173 -1.9377 -0.7887 0.4 -1.0 0.4 0.20
O 2.0764 -1.8348 0.0839 -0.2 0.8 -0.7 -0.64
B 1.9534 -0.6871 0.8240 -0.2 -0.3 0.7 1.20
O 2.8617 -0.4027 1.8469 0.1 0.4 -0.7 -0.68
C 0.7617 0.3299 0.5555 0.2 -0.2 -0.1 -0.23
C 1.2566 1.1771 -0.6639 -0.3 -0.3 0.2 -1.34
C 0.4094 1.2126 1.7608 -0.4 -0.3 0.6 -0.20
C 1.3730 2.3827 2.0419 -0.1 -0.3 -0.6 -1.08
C 0.9009 3.7434 1.5946 -0.1 0.3 0.0 0.46
O -0.1657 4.2141 1.7056 0.0 0.0 0.2 -0.34
Cl 2.2408 4.7024 0.8245 0.0 -0.1 0.1 -0.24
O -0.9742 1.5730 1.5511 0.2 0.7 -0.4 -0.36
C -1.5074 0.8932 0.5139 -0.1 -0.1 0.5 0.34
O -2.5065 1.2329 -0.0415 0.0 -0.3 0.1 -0.51
C -0.6145 -0.3228 0.2600 0.4 -0.6 0.1 1.61
S -0.7556 -1.5575 1.6672 -0.4 -0.1 0.0 -0.50
C -0.7326 -1.1245 -1.0586 0.2 0.8 -0.4 -1.09
C -1.6211 -0.5492 -2.1743 -0.3 -0.2 -0.1 -0.89
C -3.1464 -0.8153 -2.0880 0.2 0.0 0.2 -1.15
C -3.6064 -1.6006 -0.8624 -0.6 0.0 -0.7 -0.28
C -3.4481 -3.1138 -1.0073 -0.2 0.4 1.0 -0.63
N -3.5013 -3.7521 0.3498 0.9 -0.5 -0.4 -0.78
H 4.7943 -3.4405 -0.5847 0.2 0.1 -0.1 0.35
H 5.1792 -1.8460 0.1711 0.2 -0.1 -0.2 0.32
H 4.0390 -2.9313 0.9139 0.0 -0.1 0.0 0.41
H 3.4782 -0.9725 -1.2226 -0.1 0.1 0.1 -0.10
H 2.9275 -2.5997 -1.6034 -0.2 0.2 -0.1 0.36
H 3.6473 0.0416 1.5080 0.2 -0.1 0.4 0.32
H 1.0872 2.2427 -0.5235 0.0 0.0 -0.1 0.27
H 2.3199 1.0146 -0.8557 0.1 0.2 0.0 0.32
H 0.7292 0.8683 -1.5640 0.1 0.1 -0.1 0.30
H 0.3757 0.6445 2.6892 0.3 -0.3 -0.2 0.48
H 1.6127 2.3957 3.1036 -0.2 0.3 0.1 0.47
H 2.3055 2.1619 1.5313 0.1 0.1 0.1 0.34
H -2.0040 -1.3282 2.1040 0.0 0.2 0.0 0.31
H -0.9805 -2.1525 -0.8153 -0.1 0.0 -0.1 0.49
H 0.2758 -1.1766 -1.4688 0.0 -0.1 0.0 0.21
H -1.4595 0.5243 -2.2568 0.0 0.0 0.0 0.41
H -1.2703 -0.9763 -3.1163 0.1 0.0 0.0 0.60
H -3.6939 0.1227 -2.1082 0.1 0.1 0.0 0.43
H -3.4527 -1.3792 -2.9741 -0.1 0.1 0.0 0.38
H -3.1541 -1.2524 0.0630 0.2 0.0 -0.1 0.23
H -4.6814 -1.4235 -0.7580 0.0 0.0 0.2 0.37
H -2.5086 -3.3558 -1.5215 0.0 -0.1 0.0 0.33
H -4.2747 -3.5495 -1.5662 0.1 0.1 -0.3 0.36
H -2.6606 -3.4981 0.8802 -0.1 0.8 0.0 0.37
H -4.2435 -3.2919 0.8655 -0.2 -0.4 0.1 0.26
Ca -1.9748 -5.6030 -0.1289 -0.6 -2.4 0.1 1.07
C 4.9000 -0.3583 -4.2917 -0.1 0.0 0.0 -0.05
Cl 5.8417 -1.0744 -2.9793 0.0 0.0 0.0 -0.11
Cl 4.2043 -1.6129 -5.3145 0.0 0.0 0.0 -0.12
Cl 3.6417 0.7030 -3.6570 0.0 0.0 0.0 -0.07
H 5.5687 0.2396 -4.8962 0.0 0.0 0.0 0.38
C -2.4530 -9.8571 -0.2244 -0.7 -1.8 0.7 0.56
O -2.1891 -8.5971 -0.1837 0.6 2.7 -0.6 -0.56
O -2.2754 -10.5121 -1.2867 0.3 0.8 -0.4 -0.58
O -2.8940 -10.4636 0.7944 0.1 0.5 0.1 -0.62
N -2.2690 6.4019 0.0779 0.0 0.0 0.0 0.96
O -2.4583 7.2973 0.9326 0.1 0.0 0.1 -0.66
O -3.1770 5.5915 -0.1889 0.0 0.0 0.0 -0.65
O -1.1667 6.3219 -0.5069 0.1 0.0 0.0 -0.64
C -0.0151 7.3141 3.6163 -0.1 0.0 0.0 -0.55
C -0.2427 8.1119 4.8154 0.0 -0.1 -0.1 0.22
N -0.4218 8.7347 5.7621 0.0 0.1 0.1 -0.40
H 0.1952 7.9675 2.7721 -0.1 -0.1 -0.1 0.29
H 0.8263 6.6395 3.7670 0.0 0.0 0.0 0.20
H -0.9039 6.7286 3.3845 0.0 0.1 -0.1 0.22
```
Positions in Å, forces in eV/Å.

## Properties
Charge: -1
Spin multiplicity: 1

---

The following is a quantum chemistry calculation of C18H29BF2N3O4PtSi2 as an isolated structure, from the OMol25 dataset.

XYZ file:
```
60
Properties=species:S:1:pos:R:3:forces:R:3:mulliken_charge:R:1
Pt 0.3866 1.2268 -0.1185 -0.7 -0.4 -0.1 -0.26
O 4.7831 0.8742 3.9972 0.0 -0.3 -0.4 -0.58
C 3.6154 1.2246 4.4786 -0.1 0.0 0.0 0.43
O 3.4344 1.4599 5.6556 0.0 0.0 0.0 -0.66
C 2.4746 1.3378 3.5208 0.0 0.0 0.0 0.80
C 1.2221 1.7166 3.9465 0.0 0.0 0.0 -0.61
N 0.4241 1.7270 2.8736 -0.1 0.0 0.0 0.40
N 1.0796 1.3748 1.7681 0.3 0.0 0.2 -0.22
C 2.3431 1.1344 2.1242 -0.1 0.0 0.0 -0.26
C 3.3527 0.7021 1.0747 0.0 -0.1 0.0 0.50
O 4.5444 0.6114 1.4566 0.0 -0.1 0.3 -0.94
O 2.9055 0.4687 -0.0593 0.0 0.1 -0.1 -0.37
H 4.7256 0.6890 2.9824 0.0 0.3 0.1 0.44
H 0.8751 1.9729 4.9318 0.0 0.0 0.0 0.54
H -0.5452 1.9822 2.7995 -0.1 0.0 0.0 0.16
C 0.1476 0.9162 -6.4179 0.0 0.0 0.0 -1.45
C 0.1626 0.9939 -4.9184 0.0 0.0 0.0 1.28
C 1.3473 0.9450 -4.1959 0.0 0.0 0.0 -0.95
C 1.3251 1.0244 -2.8176 0.0 -0.1 0.1 -0.34
N 0.1773 1.1388 -2.1329 0.0 0.1 -0.2 0.05
C -0.9726 1.1650 -2.8131 0.0 0.0 0.0 0.52
C -1.0155 1.1020 -4.1912 0.0 0.0 0.0 -0.90
H 1.1540 0.9891 -6.8271 0.0 0.0 0.0 0.35
H -0.4568 1.7187 -6.8426 0.0 0.0 0.0 0.35
H -0.2847 -0.0302 -6.7484 0.0 0.0 0.0 0.30
H 2.3009 0.8525 -4.6988 0.0 0.0 0.0 0.35
H 2.2233 0.9840 -2.2135 0.0 0.0 0.0 0.49
H -1.8696 1.2315 -2.2175 0.1 0.0 -0.2 -0.19
H -1.9760 1.1382 -4.6894 0.0 0.0 0.0 0.44
C -3.5213 0.5185 -0.6511 -0.1 0.0 0.0 -1.21
Si -2.5086 -0.5044 0.5807 0.0 0.0 0.1 0.04
C -3.5728 -2.0471 0.8685 0.0 0.0 0.0 -1.22
C -2.6797 0.4701 2.1965 0.1 0.0 0.0 -1.09
C -0.8105 -0.8339 -0.0102 0.4 0.0 -0.1 0.04
Si 0.1932 -2.2364 0.6160 0.0 -0.1 0.0 0.09
C -0.6545 -3.9373 0.5161 -0.1 0.0 0.0 -1.23
C 0.6682 -2.0280 2.4338 0.0 0.0 0.0 -0.85
C 1.7472 -2.4786 -0.4166 0.0 0.0 0.0 -0.93
H -4.5092 0.7438 -0.2392 0.0 0.0 0.0 0.41
H -3.6744 -0.0291 -1.5865 0.0 0.0 0.0 0.32
H -3.0406 1.4740 -0.8772 -0.1 0.0 0.1 0.35
H -4.6006 -1.7720 1.1254 0.0 0.0 0.0 0.32
H -3.1780 -2.6599 1.6814 0.0 0.0 0.0 0.27
H -3.6015 -2.6729 -0.0276 0.0 0.0 0.0 0.31
H -3.7147 0.4258 2.5458 0.0 0.0 0.0 0.43
H -2.4554 1.5267 2.0166 0.1 0.0 0.0 0.24
H -2.0431 0.0769 2.9918 0.0 0.1 0.0 0.30
H -0.9329 -1.0595 -1.0848 0.0 0.0 0.0 -0.08
H -1.5166 -4.0133 1.1813 0.0 0.0 0.0 0.33
H 0.0453 -4.7352 0.7831 0.0 0.0 0.0 0.34
H -1.0076 -4.1295 -0.5018 0.0 0.0 0.0 0.27
H -0.1377 -1.5604 3.0074 0.0 0.0 0.0 0.20
H 1.5596 -1.4121 2.5553 0.0 0.1 0.0 0.20
H 0.8769 -2.9990 2.8911 0.0 0.0 0.0 0.46
H 1.4691 -2.7273 -1.4469 0.0 0.0 0.0 0.27
H 2.3480 -3.3075 -0.0302 0.0 0.0 0.0 0.32
H 2.3702 -1.5843 -0.4381 0.0 0.0 0.0 0.19
F -0.3740 3.8446 0.9951 0.0 0.0 0.0 -0.31
B -0.1213 3.1351 -0.1436 0.3 0.3 0.0 0.84
F -0.5066 3.8408 -1.2398 0.0 0.0 0.0 -0.29
```
Positions in Å, forces in eV/Å.

## Properties
Relative energy (zero: lowest compared OMol25 entry of this formula, charge and spin) (kJ/mol): 141.5
Charge: -1
Spin multiplicity: 1

---

The following is a quantum chemistry calculation of a 2-piece molecular cluster, C18H29BN5O3S overall, from the OMol25 dataset.

XYZ file:
```
57
Properties=species:S:1:pos:R:3:forces:R:3:mulliken_charge:R:1
C -3.3012 1.2008 -1.5684 0.3 0.1 0.1 -0.97
B -2.1828 1.0294 -2.7312 -1.4 -1.0 -0.4 0.97
O -2.4711 0.0093 -3.6835 1.1 0.7 1.3 -0.82
C -0.8229 1.9044 -2.7990 0.8 0.6 0.5 1.02
C -0.6564 3.0412 -3.8980 -0.1 -1.4 -0.5 -2.12
C -1.2937 2.7476 -5.3077 1.2 1.0 -1.1 0.78
N -2.7506 3.0364 -5.3666 0.9 -0.6 1.1 -0.71
N -0.9580 1.4243 -5.8612 -0.5 0.7 0.3 -0.53
N -0.6784 3.7518 -6.2663 -0.3 0.5 1.0 -0.74
N -0.6011 2.6802 -1.5292 0.4 -0.3 0.6 -0.24
C 0.4339 2.1779 -0.6800 -1.7 -1.3 -1.5 0.17
O 1.0535 2.7886 0.1425 -0.4 -0.2 -0.2 -0.55
C 0.5636 0.6713 -1.1651 1.6 0.4 0.6 -0.33
C 1.8892 0.0650 -0.5605 -0.4 -0.4 1.2 -0.67
C 1.5492 -0.3496 0.9267 -0.3 -1.2 1.1 0.23
C 1.8060 0.4955 2.0797 -0.4 -0.7 0.5 0.07
C 1.4423 0.1016 3.4332 -0.9 -2.1 -2.4 -0.83
C 0.7951 -1.2064 3.5890 0.3 0.7 -0.3 -0.21
C 0.5550 -2.1034 2.4822 1.1 2.1 -1.3 -0.89
C 0.9386 -1.6691 1.1345 0.2 1.3 2.0 0.11
C 0.4595 0.9392 -2.7096 0.7 1.5 0.5 -0.52
N 0.5567 -0.1860 -3.6783 -0.5 -0.6 1.6 -0.37
C 0.3841 -1.2841 -3.1877 -0.5 -1.1 0.0 0.32
S 0.0525 -2.7181 -2.5420 0.4 1.5 -0.9 -0.29
H -3.4352 2.2715 -1.2684 0.0 -0.9 0.0 0.31
H -2.9689 0.6246 -0.6528 -0.3 0.7 -0.8 0.34
H -4.2908 0.7719 -1.8743 0.9 0.4 0.2 0.26
H -2.3026 -0.8696 -3.3001 -0.4 0.2 -0.3 0.27
H 0.4545 3.1886 -4.0302 -1.1 -0.1 0.1 0.36
H -1.0488 4.0017 -3.4850 0.1 -0.8 -0.4 0.39
H -3.0197 3.3054 -4.4135 -0.3 -0.2 -0.6 0.31
H -3.2650 2.1923 -5.6226 0.2 0.2 0.2 0.34
H 0.0370 1.2437 -5.7197 -0.3 0.0 -0.1 0.21
H -1.1247 1.5291 -6.8695 0.3 -0.2 0.5 0.39
H 0.3281 3.8063 -6.0644 -0.4 -0.1 -0.2 0.32
H -1.0503 4.6539 -5.9406 0.2 -0.2 -0.5 0.27
H -1.4241 3.0959 -1.1020 0.5 0.2 -0.1 0.30
H -0.2801 0.0717 -0.7144 0.5 0.7 -0.7 0.33
H 2.7345 0.7964 -0.5128 -0.8 -0.4 -0.4 0.41
H 2.2247 -0.8696 -1.0793 -0.3 0.9 0.2 0.39
H 2.2869 1.4981 1.9556 -0.5 -1.1 -0.1 0.27
H 1.6093 0.7616 4.3142 -0.1 -0.7 -0.9 0.35
H 0.4742 -1.5254 4.6120 0.4 -0.1 -0.8 0.33
H 0.0944 -3.1086 2.5962 0.4 1.0 0.3 0.43
H 0.7492 -2.3554 0.2814 0.3 0.7 0.6 0.09
H 1.3683 1.5670 -2.9375 -0.9 -0.4 0.1 0.46
C 2.1192 -4.9553 6.8238 0.7 -0.1 0.6 -1.40
C 1.4140 -3.5934 6.9934 -1.4 -1.3 -0.3 0.56
C 0.6112 -3.6132 8.3116 0.6 0.0 0.8 -1.40
O 0.5519 -3.4293 5.9711 0.2 1.0 -0.7 -0.87
H 1.4056 -5.7844 6.7838 -0.2 0.2 0.0 0.32
H 2.7182 -4.9786 5.9087 -0.1 0.1 0.0 0.31
H 2.8012 -5.1490 7.6671 0.1 -0.1 0.0 0.36
H 2.2271 -2.8457 7.1435 0.1 0.3 -0.2 0.15
H -0.1483 -4.4013 8.3172 0.1 0.0 -0.3 0.31
H 0.1089 -2.6565 8.4830 0.0 0.0 -0.2 0.31
H 1.2770 -3.7925 9.1710 0.0 0.0 0.1 0.37
```
Positions in Å, forces in eV/Å.

## Properties
Charge: -1
Spin multiplicity: 1

---

The following is a quantum chemistry calculation of C18H29BiN2O5P2S as an isolated structure, from the OMol25 dataset.

XYZ file:
```
58
Properties=species:S:1:pos:R:3:forces:R:3:mulliken_charge:R:1
C -4.7654 0.2158 -1.4387 -0.3 -0.4 0.5 -1.05
C -3.3310 0.1954 -1.3463 1.0 0.4 -0.7 0.94
N -2.7218 -0.3218 -0.2027 0.4 -0.4 -0.4 0.07
C -3.4509 -1.0688 0.6350 -1.3 0.3 -0.4 0.54
C -4.8341 -1.2044 0.4819 0.7 -0.6 1.0 -0.74
C -5.5056 -0.5204 -0.5372 0.6 0.7 -0.7 -0.43
C -2.5410 0.6456 -2.4388 -0.4 1.1 1.1 -1.51
P -0.7737 0.3617 -2.4955 -1.5 0.0 0.1 0.81
Bi 0.0860 -0.1171 0.1713 0.1 -3.1 -2.6 1.28
P -1.1994 -1.1063 2.3572 -0.3 -0.3 -0.1 0.68
C -2.7770 -1.8318 1.7642 0.1 -0.1 0.2 -1.12
O -2.8216 3.9578 -1.6117 -0.1 0.0 0.6 -0.72
O 0.3098 3.9001 -0.9760 -1.0 0.5 1.2 -0.62
H -5.2116 0.7519 -2.2777 0.0 -0.2 0.3 0.37
H -5.3568 -1.8487 1.1849 -0.1 0.2 -0.2 0.39
H -6.5861 -0.5802 -0.6187 0.1 0.0 0.0 0.40
C -0.8141 -1.0612 -3.6187 0.6 -0.1 -0.4 -1.43
C 0.0714 1.7221 -3.3719 0.0 0.1 -0.2 -1.09
H -3.4606 -1.8863 2.6223 0.1 -0.1 -0.2 0.46
H -2.5665 -2.8673 1.4428 0.0 0.4 0.0 0.40
H -2.7472 3.0715 -1.9913 0.0 -0.3 0.0 0.34
H -3.0751 1.1874 -3.2496 0.5 -0.6 0.4 0.31
C -0.2669 -2.4325 3.1697 -0.1 -0.1 0.4 -0.91
C -1.6924 0.0623 3.6554 0.1 0.1 0.3 -1.40
H -0.1502 1.6899 0.4744 -0.2 3.4 3.3 0.09
H 0.3806 4.5761 -0.2614 0.2 -0.7 -0.8 0.30
H -0.6353 3.6308 -0.8823 0.7 0.4 -0.4 0.24
H -3.3855 3.8319 -0.8301 0.2 0.0 -0.4 0.32
H 0.7702 -1.5784 -0.4940 0.5 -1.6 -0.4 -0.15
H -0.1067 1.7387 1.2951 -0.3 2.2 -1.0 0.00
H -1.1235 -0.7053 -4.6081 0.1 -0.2 0.0 0.39
H 0.1731 -1.5239 -3.6542 0.0 -0.2 -0.3 0.40
H -1.5608 -1.7720 -3.2468 0.3 0.2 0.0 0.34
H -0.5515 2.0661 -4.2135 0.3 -0.1 0.2 0.41
H 0.2882 2.5671 -2.6927 -0.1 -0.5 -0.3 0.22
H 1.0277 1.3270 -3.7472 -0.3 0.2 0.1 0.35
H -2.1485 -0.5017 4.4809 0.1 0.2 -0.1 0.45
H -0.8021 0.5945 4.0182 -0.3 -0.1 0.0 0.38
H -2.4135 0.7942 3.2669 0.2 -0.2 0.0 0.39
H -0.5776 -2.4688 4.2232 0.1 -0.2 -0.2 0.40
H -0.4885 -3.3905 2.6801 0.1 0.3 0.1 0.35
H 0.8177 -2.2544 3.1126 -0.4 0.0 0.0 0.14
O 2.9638 -2.1219 2.6580 0.2 0.6 0.1 -0.69
S 3.4005 -0.7545 2.4715 -0.9 0.7 -1.7 1.10
O 3.7025 0.0615 3.6151 -0.2 -0.4 -0.2 -0.65
N 2.3229 0.0354 1.4187 0.1 0.0 0.9 -0.50
C 2.9088 0.5207 0.3050 -1.2 0.4 -0.2 0.76
O 2.2431 1.1643 -0.5616 1.0 -1.2 0.9 -0.78
C 4.3106 0.0743 0.1745 0.6 -0.2 -0.7 -0.03
C 5.1321 0.1664 -0.9578 -0.1 -0.1 0.6 -0.57
C 6.3632 -0.4914 -0.9386 0.1 0.0 0.3 -0.49
C 6.7744 -1.2176 0.1967 -0.7 0.2 0.2 -0.45
C 5.9280 -1.3212 1.3205 0.2 0.3 -0.4 -0.61
C 4.6953 -0.6716 1.2710 1.3 -0.6 0.0 0.27
H 4.7823 0.7388 -1.8115 0.1 -0.1 0.1 0.49
H 7.0256 -0.4363 -1.8069 -0.3 0.0 0.3 0.37
H 7.7450 -1.7136 0.2061 -0.3 0.1 0.0 0.38
H 6.2198 -1.8794 2.2084 0.0 0.0 -0.3 0.42
```
Positions in Å, forces in eV/Å.

## Properties
Relative energy (zero: lowest compared OMol25 entry of this formula, charge and spin) (kJ/mol): 0.0
Charge: 0
Spin multiplicity: 1

---

Taking the records one at a time from the top gives E_tot values of -4636.4721 -2091.7371 -1625.8011 -2484.3345 hartree.
Taking the records one at a time from the top gives frontier orbital gap values of 2.884 6.218 4.175 6.486 eV.